9
Properties=species:S:1:pos:R:3 method="wB97M-V/def2-TZVPD" e_tot_ev=-15014.329 smiles="O=N[SiH]=O.N" relative_energy_ev=1.336 spin_multiplicity=1 homo_lumo_gap_ev="7.98 / 8.18" charge=0 e_homo_ha="-0.357 / -0.352"
O -1.17207 2.75123 0.26582
N -1.51868 1.59477 0.14375
Si -1.39136 0.02731 -0.50999
O -1.62263 -0.97404 0.62461
H -1.54407 -0.10962 -2.07453
N 1.85034 -0.56615 0.31885
H 1.61036 -1.23300 -0.40100
H 2.69245 -0.87574 0.66586
H 1.09566 -0.61475 0.96663